[1]
Molecular formula: C2H9NO2
Method: DFT, the ωB97M-V functional and the def2-TZVPD basis

Computed properties:
Orbital gap = 10.52 eV
Relative energy (zero: lowest compared OMol25 entry of this formula, charge and spin) = 167.52 kJ/mol
LUMO = 0.025 hartree
SMILES = NCO.CO
Highest occupied orbital energy = -0.3622 Eh
Spin multiplicity = 1

XYZ file:
```
14
Properties=species:S:1:pos:R:3:forces:R:3
C -0.993144 2.077173 1.080787 0.63 3.93 -1.75
O -0.912004 0.982316 1.841166 0.84 -2.80 2.66
H -0.187846 1.941922 0.262848 -2.06 0.21 0.68
H -2.050629 2.262758 0.850904 0.26 -0.17 -1.28
H -0.719567 3.142120 1.464116 0.11 -1.76 0.48
H -1.410969 0.943979 2.677049 0.18 0.60 -0.77
N 0.250684 -1.720260 -0.012841 -0.98 3.31 0.44
C 0.466894 -0.551285 -1.068549 1.17 -0.08 1.97
O 1.326780 -1.014362 -2.134907 -0.95 1.67 1.69
H 1.122758 -2.083229 0.305114 1.17 -0.16 -0.14
H -0.086898 -1.228952 0.900257 0.32 -0.96 -2.21
H -0.543284 -0.355433 -1.402046 -0.15 0.20 -0.29
H 0.923116 0.417410 -0.631811 -0.57 -1.70 -0.61
H 1.037829 -1.897720 -2.060046 0.01 -2.29 -0.88
```
Positions in Å, forces in eV/Å.

=====

[2]
Molecular formula: C42H48N8O4S4Tl
Method: DFT, the ωB97M-V functional and the def2-TZVPD basis

Computed properties:
Orbital gap = 8.66 eV
Relative energy (zero: lowest compared OMol25 entry of this formula, charge and spin) = 5.91 kJ/mol
LUMO = -0.070 hartree
Charge = +1
Highest occupied orbital energy = -0.3878 Eh
Spin multiplicity = 1

XYZ file:
```
107
Properties=species:S:1:pos:R:3:forces:R:3
Tl 1.665309 -0.378539 1.669724 -0.40 -0.05 0.11
N 1.473926 2.203787 1.993373 0.06 -0.08 0.19
C 2.431614 2.912471 2.829938 0.02 0.05 0.01
C 3.795999 2.249724 2.707679 -0.03 -0.06 0.00
N 3.752382 0.843583 3.114012 0.03 -0.01 0.08
C 4.949064 0.118407 2.676344 0.04 0.03 0.01
C 4.827062 -0.392267 1.248017 0.04 -0.04 -0.03
N 3.718188 -1.336442 1.162728 0.13 0.08 -0.21
C 3.452726 0.682384 4.546127 -0.03 0.06 -0.06
C 2.049768 0.135248 4.805884 0.03 -0.04 0.04
N 1.837379 -1.062899 3.995654 0.01 0.09 0.10
H 1.610825 2.372182 1.001665 0.00 -0.01 -0.01
H 0.507607 2.383608 2.236105 0.00 -0.03 0.03
H 2.088160 2.868393 3.864966 -0.01 0.02 -0.01
H 2.528153 3.973920 2.580406 0.02 -0.02 -0.04
H 4.539997 2.805417 3.295551 -0.03 0.01 0.02
H 4.112014 2.289754 1.662202 0.00 0.01 -0.01
H 5.089980 -0.742206 3.333338 0.00 -0.02 -0.02
H 5.851383 0.736276 2.773857 -0.02 0.01 -0.01
H 5.778419 -0.836958 0.943097 -0.01 -0.01 0.01
H 4.612215 0.429029 0.561555 0.00 0.02 0.01
H 3.871483 -2.190355 1.689995 -0.05 0.02 0.05
H 3.451189 -1.630568 0.215880 0.02 -0.04 0.02
H 3.563601 1.635751 5.071755 0.01 0.00 0.01
H 4.185242 0.008132 4.996191 -0.03 -0.04 -0.02
H 1.286234 0.857945 4.511261 0.01 0.01 -0.01
H 1.935533 -0.049906 5.878357 0.02 0.01 -0.01
H 0.896853 -1.435695 4.075346 -0.01 0.04 0.01
H 2.491368 -1.803414 4.226010 -0.03 -0.04 -0.05
N -0.418621 -0.104045 2.383546 -0.10 0.06 -0.33
S -1.661010 -0.196461 1.590055 0.02 -0.04 0.14
N -1.794875 0.287694 0.032383 0.01 0.07 0.16
S -1.430158 -0.280225 -1.358336 -0.33 0.30 -0.22
N -0.049813 -0.245072 -2.018393 0.42 -0.45 -0.01
S 1.370492 0.373847 -1.660797 0.04 0.27 -0.10
N 1.848612 0.645462 -0.296751 -0.07 0.03 0.12
C 1.277527 1.933703 -2.542566 0.01 0.01 0.03
C 0.497764 2.910722 -1.933522 0.02 0.03 -0.01
C 0.342112 4.138889 -2.550918 0.00 -0.01 0.02
C 0.968535 4.389755 -3.766320 -0.02 0.04 0.01
C 1.742110 3.410492 -4.364363 0.04 -0.07 -0.01
C 1.899364 2.168435 -3.757414 -0.04 0.00 0.02
C 2.443337 -0.595204 -2.697850 0.05 0.04 0.00
C 3.802308 -0.445151 -2.464224 -0.04 0.01 0.03
C 4.704890 -1.142823 -3.251809 -0.02 0.01 0.00
C 4.242036 -1.975283 -4.261955 0.02 0.01 0.01
C 2.879958 -2.105930 -4.490311 0.00 -0.01 -0.01
C 1.970634 -1.409625 -3.709466 -0.11 -0.05 -0.04
C -2.337288 0.874886 -2.395463 0.07 -0.07 0.02
C -2.477321 0.548111 -3.738898 -0.02 -0.01 -0.03
C -3.071778 1.456660 -4.596458 0.01 0.01 0.00
C -3.510203 2.685871 -4.116772 0.01 -0.02 0.01
C -3.344577 3.006365 -2.779808 -0.01 0.01 0.00
C -2.750793 2.100655 -1.909176 -0.05 0.09 0.03
C -2.168968 -1.819766 -1.839943 -0.02 0.05 -0.01
C -1.381693 -2.866298 -2.284233 0.01 -0.15 -0.07
C -2.011222 -4.028241 -2.698985 -0.01 0.05 0.04
C -3.397360 -4.123212 -2.665209 0.05 -0.01 0.00
C -4.166244 -3.055322 -2.226218 -0.02 0.04 0.01
C -3.550503 -1.883090 -1.813432 -0.10 -0.09 -0.02
C -2.593872 -1.721068 1.758890 0.02 -0.01 0.01
C -3.927134 -1.784610 1.385390 -0.03 0.04 0.00
C -4.621618 -2.970020 1.567165 0.00 -0.01 0.01
C -3.982574 -4.070663 2.120566 -0.03 0.01 0.00
C -2.651072 -3.987521 2.501206 0.01 0.01 0.00
C -1.949326 -2.805659 2.327692 0.07 0.00 -0.02
C -2.838908 0.980365 2.269696 0.03 -0.03 0.04
C -2.675381 1.277947 3.615541 0.02 0.02 0.01
C -3.560023 2.147710 4.235065 -0.01 0.01 -0.01
C -4.600146 2.714746 3.512714 0.01 0.00 0.00
C -4.759012 2.407616 2.169040 -0.01 0.00 -0.02
C -3.880981 1.535507 1.542545 -0.05 0.00 -0.05
H 0.011973 2.703957 -0.986697 0.01 -0.02 0.02
H -0.270257 4.901278 -2.087122 0.01 0.00 0.00
H 0.850504 5.352448 -4.245685 0.00 0.00 0.00
H 2.228698 3.604372 -5.310928 0.00 0.00 0.00
H 2.495622 1.402613 -4.232347 0.02 -0.01 -0.01
H 4.141235 0.210675 -1.672344 0.00 0.00 0.00
H 5.767161 -1.037578 -3.076600 0.00 0.00 0.00
H 4.945342 -2.524381 -4.873533 0.01 0.00 0.01
H 2.521983 -2.759167 -5.274607 0.00 0.00 0.00
H 0.907062 -1.511878 -3.872639 0.00 0.00 0.00
H -2.131965 -0.407120 -4.113258 0.00 -0.01 0.02
H -3.192244 1.204407 -5.641245 -0.01 0.00 0.00
H -3.977332 3.392160 -4.789863 0.00 0.01 0.00
H -3.672694 3.966493 -2.404011 -0.01 0.01 -0.01
H -2.598162 2.359192 -0.871804 -0.02 -0.05 0.03
H -0.302858 -2.795139 -2.273494 -0.04 0.04 0.01
H -1.408593 -4.865647 -3.021548 -0.01 -0.01 0.00
H -3.881247 -5.037960 -2.980739 0.00 0.00 -0.01
H -5.245102 -3.130565 -2.206177 0.00 0.00 0.00
H -4.143614 -1.037940 -1.488419 0.01 0.02 0.00
H -4.431127 -0.925451 0.965136 0.00 -0.01 0.00
H -5.662553 -3.031898 1.278418 0.00 0.01 0.00
H -4.526199 -4.996395 2.255778 0.00 0.00 0.00
H -2.148411 -4.850127 2.916461 0.02 0.01 0.00
H -0.899332 -2.736392 2.577757 0.01 0.00 0.01
H -1.856372 0.832743 4.162866 0.01 -0.02 -0.01
H -3.437568 2.380064 5.284453 0.00 0.00 0.00
H -5.288869 3.394096 3.996794 0.00 0.00 0.00
H -5.570729 2.844421 1.602344 0.00 0.00 0.01
H -4.013153 1.289112 0.498755 0.04 0.03 -0.02
O -0.357677 -1.958001 0.096990 0.03 0.04 0.10
S 0.794955 -2.894195 0.248450 0.24 -0.05 -0.32
O 1.871626 -2.432723 -0.658317 -0.01 -0.06 -0.01
O 1.272038 -2.665232 1.671388 0.24 0.09 0.19
O 0.426938 -4.267140 0.036841 -0.19 -0.16 0.07
```
Positions in Å, forces in eV/Å.

=====

[3]
Molecular formula: C19H26N4O2S
Method: DFT, the ωB97M-V functional and the def2-TZVPD basis

Computed properties:
Orbital gap = 8.79 eV
Relative energy (zero: lowest compared OMol25 entry of this formula, charge and spin) = 303.10 kJ/mol
LUMO = 0.026 hartree
SMILES = CCN1CCN([C@H](CNS(=O)(=O)c2ccccc2)c2cccnc2)CC1
Highest occupied orbital energy = -0.2972 Eh
Spin multiplicity = 1

XYZ file:
```
52
Properties=species:S:1:pos:R:3:forces:R:3
C 2.726897 3.924578 -2.240727 -0.34 0.00 0.10
H 2.735575 3.246978 -3.091310 0.08 -0.07 -0.09
H 3.273243 4.823829 -2.512835 0.11 0.07 -0.04
H 3.243700 3.447852 -1.411089 0.12 -0.06 0.04
C 1.291134 4.298185 -1.850846 0.18 0.07 -0.06
N 0.411626 3.207184 -1.484362 -0.14 -0.06 0.05
C 0.818642 2.486639 -0.292376 -0.08 -0.10 0.06
C -0.302633 1.532320 0.139139 0.22 0.19 0.14
N -0.742667 0.627252 -0.907478 -0.11 -0.08 -0.24
C -1.023935 1.368006 -2.118894 0.11 0.15 -0.29
C 0.128964 2.276679 -2.559119 -0.20 -0.09 0.01
H -0.173925 2.844766 -3.442130 0.02 -0.02 -0.04
H 1.004845 1.660022 -2.824741 -0.08 0.12 -0.05
H -1.284676 0.674360 -2.921347 -0.03 -0.02 0.02
H -1.891450 2.003520 -1.908430 0.02 0.02 -0.13
C -0.098031 -0.667661 -1.058993 -0.23 0.00 0.10
C 1.397835 -0.650490 -1.295124 0.15 -0.16 -0.07
C 2.333918 -0.452950 -0.283524 0.00 -0.16 -0.20
C 3.679637 -0.390616 -0.607558 -0.10 0.02 0.02
C 4.048738 -0.525318 -1.937068 0.15 0.06 0.23
N 3.174134 -0.724688 -2.907756 0.19 -0.05 -0.51
C 1.894627 -0.789105 -2.589786 -0.27 -0.06 0.28
H 1.220600 -0.957956 -3.421884 -0.17 -0.01 0.00
H 5.085146 -0.473771 -2.243256 0.11 0.01 0.08
H 4.424497 -0.234738 0.157699 0.08 0.01 0.05
H 2.023341 -0.337056 0.744783 -0.04 0.01 0.11
C -0.466823 -1.574120 0.140342 0.44 -0.33 -0.03
N -1.788570 -1.281921 0.650713 -0.22 0.28 0.91
S -1.875409 -0.802817 2.257099 -0.16 -0.41 -0.41
O -0.561605 -0.501048 2.765712 -0.10 -0.33 0.05
O -2.900652 0.193210 2.356248 -0.20 -0.15 -0.17
C -2.444664 -2.318742 3.011191 0.25 0.45 -0.08
C -3.786868 -2.633757 2.936299 -0.17 0.03 0.01
C -4.230904 -3.827449 3.480249 0.01 0.09 -0.05
C -3.328238 -4.687840 4.086858 0.04 -0.05 0.03
C -1.983582 -4.359624 4.156472 -0.03 -0.02 -0.02
C -1.536666 -3.165796 3.613244 0.17 0.05 0.05
H -0.500145 -2.871833 3.658949 0.14 -0.03 0.05
H -1.285900 -5.030897 4.633998 0.06 -0.04 0.04
H -3.675880 -5.618003 4.511359 -0.03 -0.07 0.03
H -5.277634 -4.087091 3.433431 -0.08 0.00 -0.01
H -4.458839 -1.934031 2.466346 -0.18 0.03 -0.05
H -2.246858 -0.583681 0.075426 -0.11 0.30 0.03
H 0.235291 -1.442249 0.965545 0.11 -0.08 -0.23
H -0.426010 -2.621926 -0.178129 0.16 0.13 -0.01
H -0.565548 -1.109234 -1.949767 0.10 0.07 0.09
H 0.000366 0.966670 1.019000 0.01 0.02 0.01
H -1.174595 2.136220 0.414875 0.09 0.01 0.09
H 0.991662 3.210457 0.507468 0.03 -0.02 0.04
H 1.750898 1.922078 -0.455943 -0.08 0.16 0.06
H 1.318958 4.985153 -0.999641 -0.03 0.06 -0.08
H 0.818435 4.820450 -2.688336 0.02 0.07 0.07
```
Positions in Å, forces in eV/Å.